{"formula": "C4H15N2O", "method": "ωB97M-V/def2-TZVPD", "species": ["C", "N", "C", "O", "H", "H", "H", "H", "H", "H", "H", "C", "N", "C", "H", "H", "H", "H", "H", "H", "H", "H"], "coordinates": [[-1.765, -1.094, -0.750], [-0.985, -0.993, -1.975], [0.221, -0.198, -1.921], [0.653, 0.084, -3.227], [-1.231, -1.704, -0.019], [-2.738, -1.535, -0.946], [-2.023, -0.129, -0.262], [-1.565, -0.578, -2.697], [0.098, 0.774, -1.420], [0.973, -0.731, -1.315], [0.869, -0.779, -3.606], [1.097, -0.432, 2.212], [0.134, 0.482, 1.521], [0.692, 1.804, 1.187], [0.614, -1.382, 2.443], [1.959, -0.599, 1.567], [1.403, 0.104, 3.113], [-0.714, 0.544, 2.168], [-0.241, 0.029, 0.668], [1.054, 2.312, 2.079], [-0.073, 2.351, 0.631], [1.568, 1.667, 0.548]], "relative_energy_kcal_mol": 55.8, "lumo_ev": [0.7516, 0.5302], "e_tot_ha": -345.98622, "spin_multiplicity": 2, "gap_ev": [4.0, 10.0]}

***

{"formula": "C4H15N2O", "method": "ωB97M-V/def2-TZVPD", "species": ["C", "C", "C", "C", "N", "N", "H", "H", "H", "H", "H", "H", "H", "H", "H", "H", "H", "H", "H", "H", "H", "O"], "coordinates": [[0.632, -1.636, 0.533], [1.243, -0.822, -0.603], [0.446, 0.401, -1.032], [-0.817, 0.101, -1.872], [-2.045, 0.610, -1.329], [0.473, -0.801, 1.769], [-0.359, -1.941, 0.202], [1.211, -2.521, 0.771], [1.320, -1.559, -1.414], [2.292, -0.582, -0.417], [0.119, 1.027, -0.214], [1.157, 1.033, -1.557], [-0.890, -0.979, -2.051], [-0.701, 0.516, -2.868], [-2.486, 0.111, -0.584], [-2.490, 1.407, -1.732], [-0.028, 0.058, 1.521], [1.377, -0.505, 2.134], [-0.028, -1.254, 2.529], [-0.873, 2.249, 1.812], [0.414, 2.981, 2.280], [0.034, 2.107, 2.121]], "relative_energy_kcal_mol": 24.9, "charge": 1, "lumo_ev": -3.2823, "e_tot_ha": -345.90608, "gap_ev": 8.9}

***

{"formula": "C4H15N2O", "method": "ωB97M-V/def2-TZVPD", "species": ["C", "C", "C", "C", "N", "N", "H", "H", "H", "H", "H", "H", "H", "H", "H", "H", "H", "H", "H", "H", "H", "O"], "coordinates": [[0.956, 1.036, -0.356], [0.711, -0.151, -1.246], [-0.040, -1.479, -0.720], [-1.457, -1.189, -0.291], [-2.182, -0.208, -1.138], [2.100, 0.800, 0.610], [0.048, 1.260, 0.189], [1.329, 1.902, -0.911], [0.152, 0.159, -2.116], [1.589, -0.568, -1.820], [0.672, -1.755, 0.062], [-0.033, -2.200, -1.552], [-1.819, -2.203, -0.478], [-1.542, -0.763, 0.716], [-2.672, 0.362, -0.468], [-2.850, -0.688, -1.726], [2.005, -0.076, 1.121], [2.974, 0.834, 0.082], [2.254, 1.542, 1.298], [-0.009, 0.180, 3.045], [-0.998, 1.290, 2.655], [-0.166, 0.875, 2.388]], "relative_energy_kcal_mol": 39.4, "charge": 1, "lumo_ev": -3.4361, "e_tot_ha": -345.88297, "gap_ev": 9.1}

***

{"formula": "C4H15N2O2", "method": "ωB97M-V/def2-TZVPD", "species": ["C", "C", "C", "N", "C", "N", "H", "H", "H", "H", "H", "H", "H", "H", "H", "H", "H", "H", "H", "O", "H", "H", "O"], "coordinates": [[-2.657, -0.684, 0.679], [-1.371, -0.706, -0.153], [-0.398, 0.333, 0.512], [2.235, 0.400, -0.536], [1.305, 1.354, -0.886], [0.078, 1.303, -0.537], [-3.298, 0.198, 0.730], [-3.445, -1.371, 0.300], [-2.351, -0.949, 1.631], [-1.621, -0.640, -1.216], [-0.864, -1.831, -0.138], [0.446, -0.317, 1.071], [-0.940, 0.875, 1.343], [2.925, 0.212, -1.339], [2.049, -0.392, 0.062], [1.427, 2.228, -1.624], [-0.721, 1.922, -0.946], [-1.360, -0.477, 3.822], [0.203, -0.116, 4.182], [-0.529, -0.043, 3.490], [1.453, -0.950, -3.782], [1.328, -2.137, -2.784], [1.444, -1.202, -2.829]], "relative_energy_kcal_mol": 54.0, "charge": 1, "lumo_ev": -3.0518, "e_tot_ha": -421.10742, "gap_ev": 11.2}

***

{"formula": "C4H15N2O2", "method": "ωB97M-V/def2-TZVPD", "species": ["C", "C", "C", "C", "N", "N", "H", "H", "H", "H", "H", "H", "H", "H", "H", "H", "H", "H", "H", "O", "H", "H", "O"], "coordinates": [[1.734, 0.527, 0.000], [0.489, -0.058, -0.839], [-0.101, -1.353, -0.296], [-1.016, -1.145, 0.923], [-1.817, 0.023, 0.810], [3.083, 0.056, -0.444], [1.656, 0.254, 0.994], [1.578, 1.586, -0.145], [0.852, -0.197, -1.822], [-0.215, 0.748, -0.974], [0.744, -1.973, -0.126], [-0.208, -1.019, 1.733], [-1.516, -2.048, 1.157], [-2.131, 0.240, -0.996], [-2.646, 0.203, 1.449], [3.393, 0.449, -1.324], [3.666, -0.464, 0.230], [-0.975, 1.002, 1.411], [-0.529, 2.434, 2.240], [-0.279, 1.706, 1.692], [-0.650, -1.935, -1.168], [-2.994, 0.507, -2.468], [-2.116, 0.460, -2.037]], "relative_energy_kcal_mol": 193.7, "charge": 1, "lumo_ev": -9.1010, "e_tot_ha": -420.88485, "gap_ev": 3.6}

***

{"formula": "C4H15N2O2", "method": "ωB97M-V/def2-TZVPD", "species": ["N", "C", "C", "O", "C", "N", "C", "H", "H", "H", "H", "H", "H", "H", "H", "H", "H", "H", "H", "H", "H", "H", "O"], "coordinates": [[0.998, -1.287, 0.151], [0.418, 0.093, 0.221], [1.113, 0.861, 1.296], [1.155, 0.005, 2.462], [0.441, 0.825, -1.134], [-0.481, 1.925, -1.090], [-1.859, 1.577, -1.389], [0.218, -1.983, 0.052], [1.438, -1.482, 1.059], [1.553, -1.477, -0.681], [-0.644, -0.048, 0.419], [0.730, 1.852, 1.505], [2.173, 1.001, 1.031], [1.166, 0.564, 3.243], [1.445, 1.070, -1.495], [0.202, 0.041, -1.890], [-0.174, 2.684, -1.673], [-2.252, 0.740, -0.809], [-2.058, 1.266, -2.428], [-2.471, 2.464, -1.227], [-0.986, -3.625, 1.541], [-1.364, -3.808, 0.166], [-0.762, -3.260, 0.668]], "relative_energy_kcal_mol": 31.5, "charge": 1, "lumo_ev": -2.9298, "e_tot_ha": -421.14331, "gap_ev": 9.7}